# 1
63
Properties=species:S:1:pos:R:3 method="wB97M-V/def2-TZVPD" homo_ev=-13.208 charge=+1 gap_ev=9.70
O 4.05342 0.51451 6.71046
C 3.41432 0.21728 5.74166
O 2.75740 1.09692 4.92078
C 2.07289 0.40414 3.94038
O 1.37179 0.95619 3.12633
C 2.37408 -1.04470 4.11359
C 1.87859 -2.12649 3.21326
F 2.00393 -3.33846 3.74797
F 0.54467 -1.91175 3.01995
C 2.47317 -2.10854 1.77031
F 2.00326 -3.20768 1.16628
F 1.96447 -1.04780 1.13520
C 4.02926 -2.14932 1.67096
F 4.46872 -2.61495 2.86631
F 4.40368 -3.03110 0.74776
C 4.76335 -0.80684 1.46787
F 6.07058 -1.09605 1.47585
F 4.50115 -0.02573 2.52839
C 4.50072 0.07283 0.20338
F 3.34588 0.74021 0.31590
F 5.48904 0.99004 0.24511
C 4.59589 -0.59658 -1.19927
F 5.01833 0.32949 -2.07496
F 5.49330 -1.58870 -1.18223
C 3.27368 -1.15156 -1.76642
F 3.57920 -1.72318 -2.93928
F 2.78378 -2.10979 -0.96702
C 2.12356 -0.10524 -2.02151
F 1.47815 -0.43864 -3.15183
F 1.24141 -0.18419 -1.01880
F 2.54573 1.14339 -2.13489
C 3.16491 -1.15542 5.17410
Cl 3.89064 -2.47885 5.91397
C -5.27241 2.45209 -4.19885
C -5.37785 1.12996 -3.43061
C -5.13260 1.22763 -1.92648
N -3.70317 1.04640 -1.45578
C -3.35675 -0.42140 -1.49327
C -2.01749 -0.72137 -0.84621
C -1.94685 -0.20164 0.58516
C -2.32342 1.27358 0.65298
C -3.65410 1.54051 -0.02583
C -2.75968 1.83218 -2.29589
H -4.24419 2.76590 -4.36964
H -5.73748 2.35241 -5.17790
H -5.78681 3.25477 -3.66888
H -4.74749 0.36650 -3.89087
H -6.40356 0.77674 -3.54398
H -5.69647 0.45328 -1.40901
H -5.46784 2.19219 -1.54648
H -4.15559 -0.94126 -0.96435
H -3.37093 -0.72803 -2.53737
H -1.86933 -1.80149 -0.85084
H -1.20248 -0.30481 -1.44071
H -0.94466 -0.34777 0.98704
H -2.62752 -0.78081 1.21702
H -1.53474 1.88930 0.21534
H -2.40149 1.59043 1.69323
H -3.87903 2.60548 -0.05558
H -4.45995 1.02631 0.49911
H -3.08478 2.86857 -2.29950
H -2.75403 1.41727 -3.29868
H -1.76026 1.76362 -1.88275

=====

# 2
49
Properties=species:S:1:pos:R:3 method="wB97M-V/def2-TZVPD" homo_ev=-8.303 e_above_lowest_kcal_mol=0.00 gap_ev=8.37
C 0.09110 1.20685 2.99787
C 0.48871 -0.10788 2.30882
N 1.11010 0.21244 1.02002
C 0.59111 -0.44516 -0.07757
N 0.14739 -1.69533 0.09703
C -0.45917 -2.38228 -0.85920
C -0.75143 -1.79933 -2.09504
C -1.58319 -2.46981 -3.15413
S -3.24023 -1.61782 -3.21966
C -3.63000 -1.84191 -1.54301
C -3.82252 -3.08747 -0.96681
C -3.96724 -3.20229 0.42947
N -4.01039 -2.13133 1.18134
C -3.83999 -0.88638 0.65190
C -3.76908 0.31316 1.56941
C -3.63458 -0.73166 -0.72196
C -0.35732 -0.45424 -2.30621
C 0.35600 0.22735 -1.30161
C 0.73681 1.59906 -1.50850
O 0.13669 2.30323 -2.31244
N 1.82032 2.21866 -0.90715
C 2.75327 1.68508 0.00694
C 4.05555 2.20983 -0.01865
C 4.48295 3.25992 -1.05159
C 4.92658 1.78327 0.97552
C 4.50396 0.80661 1.88743
Cl 5.62586 0.13480 3.02851
N 3.26061 0.29705 1.87447
C 2.40091 0.71022 0.96057
H -0.50391 1.02397 3.93735
H 0.95309 1.85623 3.18658
H -0.52290 1.78489 2.29462
H 1.13004 -0.69122 2.95475
H -0.41500 -0.73750 2.26049
H -0.79450 -3.38057 -0.69277
H -1.68204 -3.51031 -2.98797
H -1.06699 -2.37074 -4.11341
H -3.88373 -3.96404 -1.59312
H -4.05413 -4.17539 0.89644
H -4.20312 1.16753 1.09889
H -4.23890 0.12487 2.56847
H -2.71384 0.52525 1.74118
H -3.42442 0.27107 -1.12969
H -0.65500 0.04303 -3.23233
H 1.97029 3.18066 -1.22894
H 4.23339 2.86621 -2.03386
H 5.55499 3.50020 -1.00902
H 3.96190 4.20139 -0.89305
H 5.93199 2.16989 1.02957

=====

# 3
46
Properties=species:S:1:pos:R:3 method="wB97M-V/def2-TZVPD" homo_ev="-15.069 / -15.018" charge=+2 gap_ev="5.14 / 4.91"
Tl 0.86141 -1.84153 1.81441
Cl -1.63704 -2.27300 2.52925
C -0.61109 -3.32587 -0.78290
O -1.34093 -4.02869 -1.28801
P -0.04819 0.33268 -0.05658
C 0.93310 1.03087 -1.48092
C -1.78197 0.10625 -0.68808
C -0.22016 1.71997 1.15905
C -2.88737 0.33792 0.15648
C -4.19052 0.22282 -0.33673
C -4.40048 -0.18380 -1.65921
C -3.31542 -0.50906 -2.47309
C -2.01468 -0.37429 -1.99465
H -2.71189 0.60761 1.20404
H -5.04650 0.43182 0.30856
H -5.41271 -0.31523 -2.03392
H -3.47422 -0.89861 -3.48349
H -1.16604 -0.62120 -2.63732
C 1.76700 0.14691 -2.21032
C 2.53621 0.61099 -3.28230
C 2.46440 1.95284 -3.66749
C 1.64705 2.83729 -2.95938
C 0.89625 2.38733 -1.86016
H 1.80418 -0.91081 -1.92610
H 3.19450 -0.07188 -3.82408
H 3.06494 2.31556 -4.50497
H 1.62208 3.88471 -3.26884
H 0.27322 3.08399 -1.29637
C -0.98823 2.87784 0.91914
C -1.01385 3.91080 1.86686
C -0.34677 3.77010 3.08686
C 0.36413 2.59943 3.36007
C 0.45450 1.60189 2.39728
H -1.55999 2.96477 -0.01083
H -1.56548 4.83052 1.66957
H -0.39201 4.55825 3.83607
H 0.84699 2.43698 4.32521
H 1.05088 0.70896 2.62468
H 3.25328 -1.23237 0.16187
H 3.11136 -0.86008 0.80041
C 2.87793 -6.21030 2.74911
C 2.20913 -5.03685 2.30503
N 1.73177 -4.06847 1.89264
H 3.72054 -5.92018 3.37741
H 3.24644 -6.73929 1.87052
H 2.19425 -6.84762 3.31118

=====

# 4
50
Properties=species:S:1:pos:R:3 method="wB97M-V/def2-TZVPD" homo_ev=-8.787 e_above_lowest_kcal_mol=20.95 gap_ev=9.10
C 1.87248 3.44312 3.39913
N 1.15053 3.09557 2.21594
C 1.40319 2.04279 1.40067
O 2.43751 1.39371 1.47199
C 0.18782 1.87285 0.46588
C 0.55318 1.82336 -1.04557
C -0.42175 2.20124 -1.96945
C -0.20694 2.14559 -3.36050
C 0.99017 1.66038 -3.88903
O 1.32295 1.58006 -5.23971
C 0.40990 2.14195 -6.18998
F -0.64353 1.31565 -6.41668
F 1.03074 2.38534 -7.34218
C 1.97162 1.23200 -2.98875
C 1.76040 1.32104 -1.60253
C -0.55857 0.57990 0.91992
C -1.92034 0.64348 1.28171
C -2.62137 -0.52806 1.59452
C -1.93766 -1.79323 1.58496
C -0.59161 -1.87770 1.21061
C 0.05122 -3.20119 1.10358
O 1.25769 -3.26071 0.84163
C -0.76992 -4.48858 1.22861
C -0.02105 -5.80722 1.08706
C -0.96402 -7.02456 1.23854
F -2.01223 -6.99482 0.32320
C 0.07564 -0.68425 0.90227
N -0.61130 3.10399 0.78029
C -0.01622 3.66738 1.77680
N -0.60730 4.82208 2.16041
H 2.89503 3.06201 3.33352
H 1.42630 3.01247 4.28893
H 1.96011 4.53187 3.45841
H -1.39821 2.55812 -1.67217
H -0.98332 2.50157 -4.02525
H 0.02233 3.09069 -5.79511
H 2.92061 0.84110 -3.35121
H 2.59076 0.97078 -0.99553
H -2.42772 1.61120 1.31497
H -3.67363 -0.55365 1.93485
H -2.50312 -2.66919 1.93692
H -1.22491 -4.44632 2.22986
H -1.55760 -4.42819 0.47925
H 0.49590 -5.88454 0.12284
H 0.73262 -5.88317 1.89846
H -0.37176 -7.89602 1.01593
H -1.31561 -7.11154 2.25381
H 1.10727 -0.77497 0.69632
H -1.33056 5.11493 1.50436
H 0.06430 5.54173 2.42751

=====

# 5
51
Properties=species:S:1:pos:R:3 method="wB97M-V/def2-TZVPD" homo_ev="-3.730 / -4.268" e_above_lowest_kcal_mol=0.00 charge=-1 gap_ev="6.02 / 6.25" multiplicity=4
Re 0.03516 -0.47721 0.55925
N 2.87107 -1.81466 -0.53140
C 2.13015 -3.06236 -0.61765
C 1.29744 -3.37135 0.62249
O 1.37027 -4.50859 1.10026
N 0.49976 -2.40471 1.12199
C -0.26668 -2.82670 2.29339
C -0.79109 -1.63718 3.07997
O -1.21949 -1.74910 4.20915
O -0.75962 -0.50276 2.42137
H 3.10068 -1.45234 -1.44592
H 3.71361 -1.90267 0.01974
H 2.75052 -3.94852 -0.78140
H 1.43322 -2.97440 -1.45359
H 0.32759 -3.46611 2.94395
H -1.14359 -3.41079 1.98754
C -3.56505 -1.67439 -2.40282
C -2.25140 -1.24499 -1.79283
S -2.24038 -1.11854 -0.04091
C -1.16866 -0.94791 -2.52779
C -1.13783 -1.00874 -4.02916
S 0.37828 -0.49993 -1.80290
H -4.28240 -1.91004 -1.61872
H -3.44895 -2.56340 -3.02736
H -3.99988 -0.88670 -3.02554
H -2.12883 -1.18066 -4.44857
H -0.47864 -1.81154 -4.37246
H -0.74718 -0.07594 -4.44307
S 0.55557 4.12566 0.96344
C -0.84200 3.93023 -0.04656
C -1.62842 4.91727 -0.62905
C -2.67619 4.51801 -1.43511
C -2.92483 3.16106 -1.65711
C -2.14784 2.17974 -1.07419
C -1.09748 2.56947 -0.24586
N -0.20746 1.72861 0.41779
C 0.71377 2.40478 1.05623
C 1.78461 1.71163 1.74673
C 2.75248 2.37738 2.50328
C 3.71477 1.63841 3.15886
C 3.68742 0.24642 3.06119
C 2.72442 -0.39567 2.30157
C 1.74667 0.31791 1.59824
H -1.42031 5.96560 -0.45970
H -3.30586 5.26366 -1.90355
H -3.74401 2.86937 -2.30181
H -2.33263 1.12974 -1.24400
H 2.74646 3.45926 2.58657
H 4.47356 2.13098 3.75357
H 4.42841 -0.33894 3.59413
H 2.72079 -1.47834 2.25831

=====

# 6
50
Properties=species:S:1:pos:R:3 method="wB97M-V/def2-TZVPD" homo_ev=-8.333 e_above_lowest_kcal_mol=113.11 gap_ev=7.82
C -7.36756 -0.24591 0.53002
C -6.29442 0.19015 -0.46089
C -5.22989 -0.88815 -0.67973
C -4.25465 -1.05079 0.49604
C -2.87543 -0.43222 0.24554
C -2.94123 1.08542 0.10603
C -1.62993 1.80881 -0.07463
O -1.55008 3.01605 -0.16392
N -0.50242 1.03524 -0.15060
C 0.74022 1.59279 -0.20060
N 1.80519 0.86496 -0.21131
C 2.91360 1.63961 -0.13580
C 2.68817 3.02688 -0.12228
C 3.73344 3.94674 -0.02577
C 5.03669 3.51272 0.08430
C 5.26139 2.13540 0.10028
O 6.43276 1.47807 0.21820
N 6.19369 0.14206 0.18421
C 4.90731 -0.06175 0.06585
C 4.35431 -1.40066 -0.09477
C 5.07179 -2.30638 -0.87631
C 4.56885 -3.56035 -1.16522
C 3.31956 -3.93670 -0.69420
C 2.60100 -3.06406 0.09815
C 3.11521 -1.81073 0.41268
N 2.36352 -1.02683 1.35912
O 1.16899 -1.24494 1.43996
O 2.97217 -0.26703 2.07726
C 4.22836 1.19225 -0.00645
S 0.96544 3.32599 -0.18790
H -8.10404 0.54311 0.66290
H -6.93557 -0.47426 1.50136
H -7.87960 -1.13515 0.16866
H -5.82846 1.11042 -0.10571
H -6.77216 0.41073 -1.41836
H -5.74379 -1.83453 -0.85951
H -4.66470 -0.65730 -1.58531
H -4.10688 -2.11276 0.70001
H -4.68281 -0.60648 1.39531
H -2.23005 -0.69707 1.08732
H -2.45723 -0.87235 -0.66365
H -3.41442 1.52091 0.99059
H -3.56499 1.36051 -0.74807
H -0.52040 0.03560 0.00750
H 3.51071 5.00192 -0.02631
H 5.85886 4.20299 0.16758
H 6.03379 -1.99677 -1.25312
H 5.14816 -4.24422 -1.76656
H 2.91601 -4.90918 -0.92943
H 1.64153 -3.34281 0.50756

=====

# 7
51
Properties=species:S:1:pos:R:3 method="wB97M-V/def2-TZVPD" homo_ev="-6.588 / -6.597" gap_ev="5.72 / 5.76" multiplicity=4
Nd 0.87118 1.13746 0.58781
O 1.54430 0.53568 -3.87987
C 1.49376 0.63913 -2.60921
N 0.41051 1.08560 -1.89777
C -0.82350 1.45932 -2.38247
C -1.08617 1.58239 -3.79554
C -2.35190 1.99069 -4.21838
C -3.35110 2.29636 -3.18652
C -3.09629 2.16923 -1.81798
C -1.81137 1.74610 -1.41195
N -1.58122 1.40798 -0.12090
C -2.52766 1.29479 0.84745
O -3.74828 1.36233 0.69888
C -2.07026 1.12065 2.20082
C -2.91072 1.02024 3.31404
C -2.42788 0.74945 4.63853
C -1.02447 0.72067 4.79881
C -0.18101 1.06788 3.66760
N -0.67150 1.05506 2.46105
C 2.68044 0.13303 -1.86484
C 3.80256 -0.38604 -2.57429
C 4.92532 -0.80190 -1.89526
C 4.96807 -0.72293 -0.45646
C 3.97258 -0.05472 0.15539
N 2.87873 0.39340 -0.54687
H -0.30582 1.21936 -4.45480
H -2.45002 2.18625 -5.28573
H -4.29996 2.72811 -3.48009
H -3.84872 2.43170 -1.03942
H -3.98585 1.16113 3.15391
H -3.12208 0.55695 5.48062
H -0.46875 0.49901 5.74421
H 0.91383 1.14202 3.83195
H 3.72549 -0.37289 -3.71407
H 5.75663 -1.28486 -2.35019
H 5.80726 -1.15775 0.16239
H 3.89051 0.15901 1.24809
Br 1.36748 3.81017 0.95705
C -1.87267 -2.46878 0.69889
As -0.01842 -1.85848 0.51770
C 0.83681 -2.74426 2.13151
C 0.82998 -3.07518 -0.69930
H -2.21585 -3.35527 0.14174
H -2.36930 -1.62156 0.25511
H -2.14143 -2.47943 1.76049
H 0.20458 -3.58275 2.35847
H 0.88200 -1.92547 2.84184
H 1.83990 -3.09935 1.92228
H 0.13250 -3.72146 -1.18409
H 1.63687 -3.64149 -0.20363
H 1.39092 -2.50654 -1.50695

=====

# 8
53
Properties=species:S:1:pos:R:3 method="wB97M-V/def2-TZVPD" homo_ev=-4.280 e_above_lowest_kcal_mol=2.24 charge=-1 gap_ev=6.90
Au 0.80052 -0.48687 -0.50159
C 2.62110 -1.19023 6.09431
C 2.37814 -0.59736 4.73103
C 1.70979 0.62452 4.58026
C 1.41556 1.14901 3.34294
C 1.79791 0.49504 2.15510
N 1.46290 0.93823 0.89673
C 1.25942 2.28780 0.65854
C 2.17534 3.24107 1.12231
C 2.03778 4.58624 0.84392
C 0.99757 5.05227 0.04953
C 0.85996 6.51065 -0.29751
C 0.09293 4.11890 -0.42435
C 0.19443 2.77004 -0.10643
N -0.89286 1.93798 -0.51382
C -2.17915 2.31533 -0.54755
C -2.91687 1.26978 -1.06429
C -1.99970 0.25031 -1.29743
N -0.77769 0.66678 -0.97072
C 2.50459 -0.70335 2.31966
C 2.75375 -1.25453 3.57828
N 3.04075 -1.40735 1.18834
C 4.21292 -2.06431 1.15479
C 4.30675 -2.72649 -0.05046
C 3.13038 -2.41482 -0.72724
N 2.37913 -1.62526 0.03061
H 3.07689 -0.46315 6.76913
H 3.28125 -2.05651 6.03838
H 1.68357 -1.51420 6.55203
H 1.36535 1.15929 5.45884
H 0.81749 2.04755 3.27766
H 3.00370 2.89435 1.72633
H 2.76169 5.28866 1.24320
H 1.31608 7.13710 0.46961
H -0.18914 6.79592 -0.38143
H 1.34586 6.74418 -1.24878
H -0.74081 4.44176 -1.03547
H -2.46348 3.25652 -0.10526
H -3.98233 1.23325 -1.20130
H -2.10390 -0.75802 -1.66451
H 3.23692 -2.22293 3.63963
H 4.88457 -2.00665 1.99236
H 5.11877 -3.34022 -0.39663
H 2.74298 -2.69062 -1.69589
C -3.48881 2.10065 3.70599
S -2.01949 2.81764 2.98579
O -1.24580 3.33823 4.10419
O -2.51733 3.85048 2.07426
O -1.36356 1.70822 2.29446
H -4.04058 2.88250 4.22527
H -3.18592 1.32113 4.40237
H -4.09148 1.67596 2.90541
S 0.15161 -2.06637 -2.04051

=====

# 9
54
Properties=species:S:1:pos:R:3 method="wB97M-V/def2-TZVPD" homo_ev=-10.519 charge=+1 gap_ev=8.28
O -0.24970 1.13839 5.51125
O -2.37475 4.97906 3.26088
Cl 1.80998 0.26790 -1.87850
Cl 2.49502 -5.04314 -0.74371
Cl 0.60558 -6.43658 -7.91891
Cl -2.54984 -1.96819 -7.72212
O 2.67681 -2.14666 -0.22884
O -1.46328 -4.51958 -8.89280
C -1.40395 1.38408 5.16644
C -1.29314 4.77132 3.79010
C 0.72092 0.95881 1.13648
C 0.53377 1.67702 2.28189
C 1.96339 0.04821 2.73074
C 0.99317 -1.76094 -3.49506
C 1.30376 -4.09904 -3.00652
C 0.63239 -4.62903 -5.87954
C -0.75737 -2.66462 -5.79176
C 1.59757 -1.41948 -2.27702
C 1.91152 -3.77020 -1.79110
C 0.06794 -4.98211 -7.11025
C -1.32545 -3.00533 -7.02596
C 2.05829 -2.43023 -1.42098
C -0.91439 -4.16967 -7.68706
C 0.83903 -3.10486 -3.88642
C 0.23118 -3.46754 -5.19146
N 1.61987 -0.05041 1.42948
N -0.53647 5.74783 4.30536
N -1.70340 2.37953 4.33071
N 1.31051 1.09693 3.26884
C -2.55305 0.54785 5.67583
C -0.92258 7.16026 4.32184
C -0.27748 2.94726 2.39077
C -0.72362 3.34754 3.80941
H 3.15342 -2.95535 0.04608
H -1.07782 -5.35838 -9.19620
H 0.27305 1.17397 0.17243
H 2.60102 -0.64363 3.27412
H 0.67490 -0.95877 -4.15390
H 1.19067 -5.15067 -3.25184
H 1.40738 -5.27495 -5.48045
H -1.11798 -1.76591 -5.30371
H 1.96503 -0.74498 0.76149
H 0.34612 5.50176 4.72353
H -2.67715 2.53633 4.10303
H 1.19361 1.27535 4.27060
H -2.16485 -0.23403 6.32758
H -3.23861 1.17896 6.24058
H -3.07894 0.09535 4.83658
H -0.11421 7.77383 4.72526
H -1.15300 7.49590 3.30774
H -1.81343 7.29462 4.93976
H -1.16590 2.85372 1.76138
H 0.32429 3.75661 1.97196
H 0.15013 3.36589 4.46200